# C5H11O2

2 unconnected molecules or ions with the total composition C5H11O2 in a non-equilibrium geometry (ωB97M-V/def2-TZVPD, OMol25).

Computed properties:
2S+1 ... 2
Net charge ... -2
E_HOMO (alpha / beta) ... 3.956 / -1.415 eV
Energy relative to the best compared isomer or geometry (same formula, charge and spin) ... 12.8 kcal/mol
Calculated total energy ... -9455.5230 eV

Atoms and positions in Å:
C  1.2102  -0.7987  -1.4696
C  0.4461  -1.9412  -2.1864
O  -0.4495  -2.5014  -1.5115
O  0.8328  -2.2477  -3.3437
H  0.6172  0.0740  -1.1858
H  2.0391  -0.4537  -2.0865
H  1.4716  -1.2325  -0.5019
C  -1.0017  0.3871  1.2801
C  -1.1495  1.3814  0.1483
C  0.3668  0.5810  1.9859
H  -1.8412  0.5289  1.9652
H  -1.0113  -0.6545  0.9681
H  -0.8631  2.3932  0.4558
H  -2.2154  1.5019  -0.1013
H  0.8380  -0.3104  2.4183
H  1.0823  0.7600  1.1797
H  -0.6150  1.1867  -0.7703
H  0.2425  1.3461  2.7556